The following is a DFT calculation (wB97M-V/def2-TZVPD) of 2 unconnected molecules or ions with the total composition C32H32NO2S in a non-equilibrium geometry.

Last column: natural (NBO) charge in e.
Atoms and positions in Å:
C  4.670  4.518  -4.599  -0.258
O  4.919  3.869  -3.336  -0.489
C  3.849  3.564  -2.555  0.336
C  4.112  2.868  -1.344  -0.273
C  3.057  2.439  -0.561  -0.169
C  1.719  2.727  -0.898  -0.108
C  0.634  2.206  0.010  0.475
C  -0.710  2.568  -0.278  -0.794
S  -1.923  2.306  0.901  0.900
C  -2.745  3.948  0.945  -0.747
C  -3.123  1.400  -0.146  -0.748
O  0.926  1.495  1.001  -0.730
C  1.488  3.493  -2.046  -0.164
C  2.516  3.892  -2.892  -0.325
H  5.656  4.643  -5.037  0.209
H  4.045  3.900  -5.256  0.181
H  4.194  5.496  -4.463  0.184
H  5.143  2.658  -1.058  0.228
H  3.250  1.867  0.343  0.231
H  -1.033  3.010  -1.221  0.219
H  -3.657  3.853  1.546  0.232
H  -2.047  4.622  1.452  0.257
H  -2.960  4.276  -0.078  0.236
H  -4.033  1.243  0.446  0.228
H  -3.322  1.994  -1.047  0.237
H  -2.661  0.435  -0.379  0.239
H  0.473  3.787  -2.279  0.205
H  2.302  4.439  -3.810  0.225
C  -5.084  -2.382  4.056  -0.398
N  -3.749  -2.933  3.922  -0.479
C  -3.624  -4.291  4.422  -0.405
C  -2.896  -2.464  2.918  0.265
C  -2.139  -1.281  3.115  -0.246
C  -1.193  -0.906  2.175  -0.091
C  -1.026  -1.656  0.987  -0.243
C  0.085  -1.453  0.097  0.444
C  0.086  -1.741  -1.322  -0.093
C  1.456  -1.778  -1.771  -0.015
C  1.770  -2.228  -3.045  -0.190
C  0.727  -2.593  -3.907  -0.123
C  -0.615  -2.494  -3.501  -0.229
C  -0.944  -2.050  -2.213  -0.145
C  2.309  -1.471  -0.635  0.089
C  1.456  -1.258  0.511  -0.188
C  2.020  -1.079  1.770  -0.050
C  3.410  -1.091  1.896  -0.228
C  4.235  -1.342  0.787  -0.119
C  3.687  -1.535  -0.489  -0.209
C  -1.918  -2.723  0.727  -0.119
C  -2.803  -3.158  1.697  -0.261
H  -5.134  -1.382  3.611  0.207
H  -5.836  -3.028  3.573  0.184
H  -5.326  -2.321  5.122  0.207
H  -2.585  -4.633  4.346  0.214
H  -3.922  -4.285  5.477  0.214
H  -4.277  -4.993  3.880  0.178
H  -2.270  -0.734  4.049  0.240
H  -0.572  -0.029  2.346  0.252
H  2.813  -2.290  -3.353  0.231
H  0.957  -2.950  -4.911  0.235
H  -1.412  -2.783  -4.191  0.235
H  -1.984  -1.961  -1.899  0.225
H  1.378  -0.913  2.634  0.230
H  3.851  -0.908  2.881  0.236
H  5.314  -1.387  0.924  0.234
H  4.311  -1.725  -1.360  0.228
H  -1.851  -3.264  -0.212  0.227
H  -3.447  -4.023  1.528  0.237

ΔE to the lowest compared entry with this formula, charge and spin = 0.0000 eV
calculated total energy = -50115.0498 eV
maximum force = 1.84 eV Å⁻¹
E_HOMO = -0.3608 Ha
net charge = +1
lowest unoccupied orbital energy = -0.195 Ha